{
  "formula": "C7H12",
  "method": "ωB97M-V/def2-TZVPD",
  "charge": 0,
  "relative_energy_ev": 3.612,
  "orbital_gap_ev": 9.4325,
  "e_homo_ev": -8.4,
  "lumo_ev": 1.03,
  "fmax_ev_per_a": 3.743,
  "species": ["C", "C", "C", "C", "C", "C", "C", "H", "H", "H", "H", "H", "H", "H", "H", "H", "H", "H", "H"],
  "xyz": [[1.18, 0.28, 0.54], [1.43, -0.45, -0.44], [-0.19, -0.18, 0.01], [2.26, -1.35, -1.22], [-0.84, -1.20, 0.93], [-1.73, 1.75, 0.51], [-0.84, 1.05, -0.61], [1.71, 0.90, 1.27], [1.90, -2.35, -1.21], [3.25, -1.38, -0.70], [2.08, -1.06, -2.33], [-0.05, -1.88, 1.21], [-1.72, -1.74, 0.53], [-1.25, -0.77, 1.79], [-2.66, 1.29, 0.91], [-2.00, 2.67, -0.01], [-1.05, 1.92, 1.36], [-0.03, 1.63, -1.04], [-1.45, 0.89, -1.50]]
}


{
  "formula": "CH24F3O15S",
  "method": "ωB97M-V/def2-TZVPD",
  "charge": 0,
  "relative_energy_ev": 0.319,
  "spin_multiplicity": 2,
  "orbital_gap_ev": [11.0065, 2.6519],
  "e_homo_ev": [-11.2, -10.8],
  "lumo_ev": [-0.24, -8.13],
  "fmax_ev_per_a": 2.434,
  "species": ["C", "F", "F", "F", "S", "O", "O", "O", "O", "H", "H", "O", "H", "H", "O", "H", "H", "O", "H", "H", "O", "H", "H", "O", "H", "H", "O", "H", "H", "O", "H", "H", "O", "H", "H", "O", "H", "H", "O", "H", "H", "O", "H", "H"],
  "xyz": [[-4.96, 6.74, -14.51], [-6.11, 6.78, -15.20], [-4.04, 5.97, -15.18], [-4.52, 7.97, -14.35], [-5.31, 5.85, -12.80], [-3.93, 5.49, -12.33], [-5.94, 6.87, -11.95], [-6.07, 4.60, -13.00], [-3.86, 6.29, -18.11], [-3.40, 5.99, -17.32], [-4.15, 5.48, -18.53], [-4.73, 8.01, -9.88], [-5.15, 7.48, -10.56], [-3.80, 8.01, -10.10], [-6.44, 3.99, -10.09], [-6.40, 3.03, -10.13], [-6.15, 4.27, -10.96], [-6.65, 9.40, -12.69], [-7.42, 9.51, -12.14], [-6.15, 8.70, -12.27], [-8.54, 7.40, -16.94], [-8.24, 8.04, -16.30], [-8.04, 7.60, -17.73], [-7.51, 4.48, -16.78], [-7.82, 5.38, -16.64], [-6.84, 4.35, -16.11], [-1.88, 3.60, -12.52], [-2.59, 4.24, -12.55], [-1.66, 3.52, -11.59], [-8.32, 2.93, -13.10], [-7.62, 3.57, -13.01], [-7.89, 2.08, -13.01], [-5.42, 3.46, -15.26], [-5.72, 3.79, -14.41], [-4.61, 2.98, -15.05], [-7.59, 8.29, -9.33], [-7.68, 7.34, -9.38], [-6.71, 8.47, -9.66], [-3.79, 8.95, -17.44], [-3.09, 8.88, -16.80], [-3.94, 8.05, -17.74], [-3.36, 11.09, -14.16], [-2.51, 10.68, -14.37], [-3.95, 10.77, -14.84]]
}


{
  "formula": "C4H10N3",
  "method": "ωB97M-V/def2-TZVPD",
  "charge": 1,
  "relative_energy_ev": 1.172,
  "orbital_gap_ev": 11.1343,
  "e_homo_ev": -14.6,
  "lumo_ev": -3.44,
  "fmax_ev_per_a": 4.485,
  "species": ["C", "C", "C", "C", "N", "N", "N", "H", "H", "H", "H", "H", "H", "H", "H", "H", "H"],
  "xyz": [[-1.12, -1.08, 0.21], [-1.27, 1.17, -0.30], [0.81, 0.15, -0.48], [2.15, -0.05, 0.30], [-1.91, -0.02, 0.29], [0.00, -1.12, -0.42], [0.10, 1.18, 0.08], [-1.70, -1.95, 0.65], [0.42, -2.07, -0.54], [-1.38, 1.11, -1.44], [-1.81, 2.08, -0.05], [1.10, 0.28, -1.57], [1.90, -0.34, 1.33], [2.71, 0.83, 0.21], [2.73, -1.01, 0.05], [-2.80, -0.29, 0.62], [0.06, 1.14, 1.05]]
}


{
  "formula": "C11H25N5O8PtTi2",
  "method": "ωB97M-V/def2-TZVPD",
  "charge": 1,
  "spin_multiplicity": 10,
  "orbital_gap_ev": [6.2721, 4.5168],
  "e_homo_ev": [-11.5, -11.8],
  "lumo_ev": [-5.22, -7.30],
  "fmax_ev_per_a": 11.509,
  "species": ["Pt", "Ti", "Ti", "C", "O", "O", "O", "O", "C", "N", "C", "H", "H", "H", "H", "H", "O", "C", "N", "C", "H", "H", "H", "H", "H", "O", "C", "N", "C", "H", "H", "H", "H", "H", "O", "C", "N", "C", "H", "H", "H", "H", "H", "O", "C", "N", "C", "H", "H", "H", "H", "H"],
  "xyz": [[18.76, 6.36, 10.94], [21.57, 4.35, 12.50], [18.28, 2.92, 11.69], [20.70, 4.78, 9.84], [21.63, 4.10, 10.25], [20.64, 5.97, 9.87], [19.54, 4.47, 10.05], [23.09, 4.29, 5.38], [22.55, 4.73, 6.38], [22.93, 4.21, 7.59], [21.78, 5.98, 6.44], [23.55, 3.41, 7.67], [22.40, 4.52, 8.39], [21.83, 6.40, 7.45], [20.71, 5.80, 6.42], [21.99, 6.68, 5.64], [22.21, -0.61, 11.17], [21.96, 0.58, 11.12], [22.19, 1.21, 10.02], [21.19, 1.33, 12.17], [22.32, 0.51, 9.31], [21.85, 2.15, 9.86], [20.40, 0.72, 12.62], [20.71, 2.12, 11.59], [21.86, 1.64, 12.97], [21.91, 10.55, 8.87], [20.80, 10.30, 8.39], [20.31, 9.04, 8.47], [19.87, 11.38, 7.90], [19.61, 8.74, 7.81], [20.66, 8.28, 9.03], [20.13, 11.57, 6.86], [19.97, 12.28, 8.52], [18.85, 10.99, 7.89], [25.63, 7.50, 10.51], [24.70, 6.72, 10.47], [24.77, 5.63, 9.66], [23.55, 7.03, 11.34], [25.52, 5.37, 9.04], [23.81, 5.38, 9.44], [23.57, 8.08, 11.64], [23.59, 6.47, 12.28], [22.62, 7.03, 10.78], [17.40, 1.67, 6.61], [18.22, 2.43, 7.10], [17.80, 3.25, 7.97], [19.70, 2.20, 7.08], [18.49, 3.53, 8.66], [16.84, 3.44, 8.23], [20.20, 2.35, 8.04], [20.04, 2.86, 6.29], [19.84, 1.17, 6.74]]
}


{
  "formula": "C23H44FN5P",
  "method": "ωB97M-V/def2-TZVPD",
  "charge": 1,
  "orbital_gap_ev": 10.6139,
  "e_homo_ev": -13.1,
  "lumo_ev": -2.51,
  "fmax_ev_per_a": 0.268,
  "species": ["C", "C", "C", "F", "P", "H", "H", "H", "H", "H", "H", "H", "H", "H", "C", "C", "C", "C", "N", "H", "H", "H", "H", "H", "H", "H", "C", "C", "C", "C", "N", "H", "H", "H", "H", "H", "H", "H", "C", "C", "C", "C", "N", "H", "H", "H", "H", "H", "H", "H", "C", "C", "C", "C", "N", "H", "H", "H", "H", "H", "H", "H", "C", "C", "C", "C", "N", "H", "H", "H", "H", "H", "H", "H"],
  "xyz": [[-0.31, -2.10, 0.32], [-0.45, -0.86, -0.58], [0.75, -0.69, -1.47], [0.69, 0.48, -2.22], [0.82, -2.02, -2.74], [-0.51, -1.82, 1.35], [-1.02, -2.87, 0.04], [0.70, -2.52, 0.30], [-0.51, 0.04, 0.03], [-1.36, -0.91, -1.18], [1.67, -0.68, -0.89], [0.32, -3.22, -2.27], [2.13, -2.21, -3.17], [0.06, -1.61, -3.83], [-2.90, -6.15, -3.54], [-2.19, -6.72, -4.76], [-0.68, -6.44, -4.75], [-0.39, -5.00, -4.79], [-0.16, -3.88, -4.83], [-2.81, -5.06, -3.50], [-3.96, -6.39, -3.56], [-2.49, -6.56, -2.62], [-2.62, -6.32, -5.67], [-2.32, -7.80, -4.80], [-0.18, -6.90, -5.61], [-0.22, -6.84, -3.85], [2.38, 3.37, -0.85], [2.70, 3.72, 0.60], [3.37, 2.57, 1.35], [2.56, 1.35, 1.33], [1.92, 0.40, 1.27], [1.66, 2.54, -0.88], [1.94, 4.20, -1.39], [3.27, 3.06, -1.40], [1.78, 4.00, 1.11], [3.37, 4.58, 0.66], [3.58, 2.85, 2.38], [4.33, 2.32, 0.89], [-3.62, 1.73, -5.65], [-3.24, 2.51, -4.40], [-2.27, 1.75, -3.49], [-2.86, 0.51, -2.98], [-3.34, -0.46, -2.58], [-4.13, 0.80, -5.39], [-4.28, 2.31, -6.28], [-2.73, 1.47, -6.24], [-4.13, 2.77, -3.83], [-2.75, 3.45, -4.68], [-1.97, 2.36, -2.63], [-1.36, 1.49, -4.03], [-1.53, 0.79, 2.96], [-2.61, -0.29, 2.98], [-3.83, 0.11, 3.82], [-3.47, 0.31, 5.22], [-3.16, 0.49, 6.32], [-1.16, 0.98, 3.97], [-0.68, 0.49, 2.35], [-1.92, 1.73, 2.56], [-2.20, -1.22, 3.36], [-2.96, -0.48, 1.96], [-4.60, -0.65, 3.77], [-4.26, 1.04, 3.45], [3.74, 1.83, 6.21], [5.01, 2.59, 6.57], [4.91, 4.09, 6.26], [4.73, 4.34, 4.83], [4.57, 4.54, 3.71], [3.53, 1.90, 5.14], [3.83, 0.78, 6.47], [2.88, 2.23, 6.75], [5.86, 2.17, 6.04], [5.22, 2.48, 7.64], [5.82, 4.61, 6.58], [4.07, 4.54, 6.80]]
}


Energy, record by record: -273.77582; -1878.70785; -322.41749; -3127.43367; -1617.47852 Ha